Record 1
Below is a molecular structure, C19H28BaNPTe in a non-equilibrium geometry, with properties calculated with the ωB97M-V functional and the def2-TZVPD basis.

The calculation puts the LUMO energy at -0.263 eV. As for the orbital gap: 6.5 eV. The value obtained for the relative energy (zero: lowest compared OMol25 entry of this formula, charge and spin) is 0.00 kJ/mol.

```
! RIJCOSX wB97M-V def2-TZVPD def2/J DEFGRID3
* xyz 0 1
C 0.52 3.17 -3.47
C -0.78 2.75 -3.19
C -0.98 1.78 -2.16
C 0.17 1.33 -1.53
C 1.46 1.74 -1.77
C 1.66 2.69 -2.78
C -2.38 1.22 -1.84
C -2.49 -0.31 -1.53
N -2.71 -1.13 -2.72
Ba -0.38 0.35 0.76
C 2.61 1.01 -1.03
P 2.09 -0.81 -0.70
H -1.68 3.10 -3.75
H 2.71 2.99 -3.04
H 0.68 3.90 -4.29
H 2.84 1.43 -0.02
H 3.56 1.01 -1.61
H -2.85 1.75 -0.99
H -3.04 1.43 -2.69
H -1.57 -0.77 -1.05
C 3.49 -1.58 0.16
C 2.18 -1.47 -2.42
H -3.35 -0.47 -0.84
C -1.50 -1.24 -3.56
C -3.22 -2.45 -2.35
H 0.25 -1.64 2.34
H -1.77 -1.84 -4.43
H -1.17 -0.24 -3.88
H -0.63 -1.74 -3.07
H -3.45 -3.00 -3.27
H -2.51 -3.06 -1.73
H -4.13 -2.30 -1.76
H 3.18 -1.44 -2.88
H 1.82 -2.51 -2.39
H 1.48 -0.93 -3.08
H 4.46 -1.51 -0.36
H 3.59 -1.14 1.16
H 3.24 -2.64 0.32
H -0.25 -2.01 1.78
Te -0.17 2.39 3.09
C -0.12 1.02 4.67
C -1.21 1.13 5.56
C -1.17 0.41 6.76
C -0.07 -0.40 7.06
C 1.00 -0.50 6.17
C 1.00 0.20 4.96
H -2.03 1.79 5.28
H -2.01 0.49 7.46
H -0.05 -0.96 8.00
H 1.86 -1.15 6.42
H 1.82 0.16 4.24
*
```

Mulliken atomic charge list, values in e, 4 entries:
1 C -0.583
2 C -0.668
3 C 0.020
4 C 0.403


Record 2
Below is a molecular structure, C19H28BiF8N7O2PS2Te in a non-equilibrium geometry, with properties calculated with the ωB97M-V functional and the def2-TZVPD basis.

The calculation puts the LUMO energy at -3.369 eV. As for the orbital gap: 7.8 eV. The value obtained for the relative energy (zero: lowest compared OMol25 entry of this formula, charge and spin) is 32.25 kJ/mol.

```
! RIJCOSX wB97M-V def2-TZVPD def2/J DEFGRID3
* xyz 1 1
Bi -0.34 -0.29 0.01
F 4.37 -1.63 3.40
C 4.19 -0.33 3.08
F 4.93 0.40 3.94
F 4.69 -0.14 1.86
C 2.73 0.04 3.19
C 2.26 0.37 4.45
C 0.92 0.68 4.64
C 0.09 0.64 3.54
N 0.54 0.31 2.33
C 1.83 0.01 2.11
S 2.22 -0.42 0.46
H 2.95 0.40 5.28
H 0.53 0.96 5.61
H -0.97 0.87 3.61
C 1.58 4.92 -1.06
N 1.48 3.99 -2.18
C 0.28 4.30 -2.96
N -0.95 4.30 -2.16
C -0.78 5.22 -1.04
N 0.39 4.93 -0.21
C 0.24 3.68 0.54
P 0.06 2.29 -0.66
C 1.51 2.60 -1.74
C -1.29 2.96 -1.71
H 1.71 5.92 -1.47
H 2.46 4.67 -0.46
H 0.18 3.58 -3.78
H 0.41 5.29 -3.39
H -1.68 5.20 -0.42
H -0.66 6.23 -1.44
H -0.63 3.73 1.19
H 1.13 3.51 1.16
H 1.46 1.91 -2.59
H 2.42 2.39 -1.18
H -2.22 2.99 -1.13
H -1.44 2.28 -2.56
C 0.81 -5.19 -2.21
N 0.48 -4.83 -0.83
C 0.30 -5.78 0.12
C 0.02 -5.45 1.40
C -0.07 -4.06 1.70
N 0.07 -3.13 0.76
C 0.35 -3.50 -0.50
O 0.56 -2.65 -1.40
N -0.32 -3.64 2.95
H 1.20 -6.20 -2.21
H 1.56 -4.49 -2.58
H -0.08 -5.12 -2.84
H 0.40 -6.80 -0.21
H -0.12 -6.21 2.16
H -0.39 -4.29 3.71
H -0.30 -2.66 3.15
F -1.26 -3.22 -3.73
Te -0.68 -1.57 -3.14
F -1.75 -2.03 -1.54
F -2.41 -0.86 -3.45
F -0.53 -0.80 -4.84
F 1.01 -2.15 -3.69
O -0.06 -0.12 -2.20
C -3.71 -1.17 1.27
S -3.44 0.51 0.66
C -4.12 0.31 -1.00
H -3.19 -1.89 0.64
H -4.77 -1.39 1.29
H -3.32 -1.23 2.28
H -5.19 0.12 -0.93
H -3.62 -0.50 -1.53
H -3.97 1.24 -1.55
*
```

Mulliken atomic charge list, values in e, 4 entries:
1 Bi 1.839
2 F -0.245
3 C 0.642
4 F -0.265


Record 3
Below is a molecular structure, C19H28BrO2Ru in a non-equilibrium geometry, with properties calculated with the ωB97M-V functional and the def2-TZVPD basis.

The calculation puts the LUMO energy (spin up / spin down) at 0.606 / -0.996 eV. As for the orbital gap (spin up / spin down): 6.5 / 7.0 eV. The expectation value of S² is 8.793. The value obtained for the relative energy (zero: lowest compared OMol25 entry of this formula, charge and spin) is 73.77 kJ/mol.

```
! RIJCOSX wB97M-V def2-TZVPD def2/J DEFGRID3
* xyz 0 6
O -0.31 2.60 -3.93
C 0.75 3.37 -4.69
C -0.01 3.41 -5.98
H 1.69 2.82 -4.68
H 0.83 4.37 -4.28
C -1.14 2.87 -5.12
H 0.34 2.75 -6.77
H -0.26 4.41 -6.33
C -1.85 1.69 -5.69
H -1.16 0.88 -5.96
H -2.39 2.00 -6.59
H -2.59 1.37 -4.95
C -2.11 3.99 -4.81
H -1.60 4.80 -4.29
H -2.90 3.61 -4.16
H -2.54 4.36 -5.76
Ru -0.51 1.48 -1.68
C -0.13 2.49 0.20
C 1.18 1.89 0.23
C 1.89 2.37 -0.90
H 1.56 1.25 1.01
C 1.06 3.25 -1.64
C -0.22 3.37 -0.95
H -1.03 4.07 -1.19
H -0.85 2.44 1.01
H 2.92 2.15 -1.15
H 1.36 3.83 -2.50
C -2.37 -0.05 -0.59
C -2.56 1.35 -0.84
C -2.42 1.58 -2.27
H -2.87 2.10 -0.12
C -2.09 0.28 -2.86
C -2.10 -0.70 -1.83
H -1.96 -1.76 -2.01
H -2.46 -0.54 0.38
H -2.76 2.50 -2.76
H -1.94 0.02 -3.92
O 1.40 -0.24 -6.07
C 0.88 -0.22 -4.71
C 2.05 0.20 -3.81
H 0.49 -1.21 -4.43
H 0.04 0.49 -4.64
C 3.29 -0.39 -4.50
H 1.92 -0.13 -2.77
H 2.04 1.30 -3.81
C 2.76 -0.75 -5.91
H 3.62 -1.28 -3.96
H 4.12 0.31 -4.52
H 2.71 -1.85 -5.96
H 3.43 -0.40 -6.72
Br 0.58 -0.68 -0.81
*
```

Mulliken atomic charge list, values in e, 4 entries:
1 O 1.066
2 C -1.251
3 C -0.830
4 H 0.372


Record 4
Below is a molecular structure, C19H28F9N2O4P3Ti, with properties calculated with the ωB97M-V functional and the def2-TZVPD basis.

The calculation puts the LUMO energy (spin up / spin down) at 2.446 / 2.012 eV. As for the orbital gap (spin up / spin down): 7.0 / 7.6 eV. The expectation value of S² is 0.754. The value obtained for the relative energy (zero: lowest compared OMol25 entry of this formula, charge and spin) is 42.57 kJ/mol.

```
! RIJCOSX wB97M-V def2-TZVPD def2/J DEFGRID3
* xyz -1 2
Ti 0.10 -1.14 -1.05
C 2.40 0.12 -4.30
C 2.14 0.11 -2.83
O 1.35 -0.83 -2.43
C 2.72 0.99 -1.96
C 2.49 0.91 -0.56
C 3.40 1.67 0.36
N 1.55 0.13 -0.08
N 1.59 -0.04 1.30
C 1.07 -1.20 1.58
O 0.61 -2.00 0.67
C 1.00 -1.64 3.00
C 1.61 -0.90 4.00
C 1.51 -1.30 5.33
C 0.79 -2.44 5.65
C 0.18 -3.18 4.64
C 0.28 -2.78 3.32
H 1.47 0.38 -4.81
H 2.68 -0.88 -4.63
H 3.18 0.83 -4.57
H 3.43 1.72 -2.32
H 3.85 2.51 -0.17
H 4.20 1.01 0.70
H 2.87 2.01 1.24
H 2.17 -0.01 3.74
H 1.99 -0.72 6.11
H 0.70 -2.76 6.68
H -0.39 -4.07 4.89
H -0.20 -3.34 2.53
C -1.60 0.73 2.54
P -1.55 0.56 0.72
C -3.34 0.41 0.36
C -1.34 2.34 0.27
C -1.68 2.66 -1.20
P -0.30 2.35 -2.36
C 0.84 3.75 -1.75
C -0.74 3.16 -3.93
H -2.38 1.42 2.85
H -0.63 1.08 2.90
H -1.79 -0.25 2.98
H -3.85 1.35 0.58
H -3.76 -0.38 0.96
H -3.49 0.14 -0.69
H -0.33 2.66 0.53
H -2.03 2.90 0.92
H -1.92 3.72 -1.30
H -2.54 2.09 -1.53
H 0.27 4.69 -1.66
H 1.65 3.89 -2.46
H 1.27 3.51 -0.78
H -1.02 4.20 -3.74
H -1.56 2.63 -4.41
H 0.12 3.15 -4.60
F 0.15 -3.06 -3.35
C 0.41 -3.11 -2.01
F -0.22 -4.21 -1.57
F 1.75 -3.43 -1.92
O -1.15 -0.15 -2.03
O -0.85 0.78 -3.05
F -1.79 -2.24 -0.58
P -2.74 -3.29 0.40
F -4.03 -2.43 -0.05
F -1.42 -4.08 0.82
F -2.95 -4.24 -0.86
F -2.49 -2.24 1.62
F -3.66 -4.21 1.34
*
```

Mulliken atomic charge list, values in e, 4 entries:
1 Ti -0.606
2 C -1.637
3 C 0.745
4 O -0.103


Repeat the first record exactly.
Below is a molecular structure, C19H28BaNPTe in a non-equilibrium geometry, with properties calculated with the ωB97M-V functional and the def2-TZVPD basis.

The calculation puts the LUMO energy at -0.263 eV. As for the orbital gap: 6.5 eV. The value obtained for the relative energy (zero: lowest compared OMol25 entry of this formula, charge and spin) is 0.00 kJ/mol.

```
! RIJCOSX wB97M-V def2-TZVPD def2/J DEFGRID3
* xyz 0 1
C 0.52 3.17 -3.47
C -0.78 2.75 -3.19
C -0.98 1.78 -2.16
C 0.17 1.33 -1.53
C 1.46 1.74 -1.77
C 1.66 2.69 -2.78
C -2.38 1.22 -1.84
C -2.49 -0.31 -1.53
N -2.71 -1.13 -2.72
Ba -0.38 0.35 0.76
C 2.61 1.01 -1.03
P 2.09 -0.81 -0.70
H -1.68 3.10 -3.75
H 2.71 2.99 -3.04
H 0.68 3.90 -4.29
H 2.84 1.43 -0.02
H 3.56 1.01 -1.61
H -2.85 1.75 -0.99
H -3.04 1.43 -2.69
H -1.57 -0.77 -1.05
C 3.49 -1.58 0.16
C 2.18 -1.47 -2.42
H -3.35 -0.47 -0.84
C -1.50 -1.24 -3.56
C -3.22 -2.45 -2.35
H 0.25 -1.64 2.34
H -1.77 -1.84 -4.43
H -1.17 -0.24 -3.88
H -0.63 -1.74 -3.07
H -3.45 -3.00 -3.27
H -2.51 -3.06 -1.73
H -4.13 -2.30 -1.76
H 3.18 -1.44 -2.88
H 1.82 -2.51 -2.39
H 1.48 -0.93 -3.08
H 4.46 -1.51 -0.36
H 3.59 -1.14 1.16
H 3.24 -2.64 0.32
H -0.25 -2.01 1.78
Te -0.17 2.39 3.09
C -0.12 1.02 4.67
C -1.21 1.13 5.56
C -1.17 0.41 6.76
C -0.07 -0.40 7.06
C 1.00 -0.50 6.17
C 1.00 0.20 4.96
H -2.03 1.79 5.28
H -2.01 0.49 7.46
H -0.05 -0.96 8.00
H 1.86 -1.15 6.42
H 1.82 0.16 4.24
*
```

Mulliken atomic charge list, values in e, 4 entries:
1 C -0.583
2 C -0.668
3 C 0.020
4 C 0.403


> What is the formula in the fourth record?

C19H28F9N2O4P3Ti


Please write out number 2 again, unchanged.
Below is a molecular structure, C19H28BiF8N7O2PS2Te in a non-equilibrium geometry, with properties calculated with the ωB97M-V functional and the def2-TZVPD basis.

The calculation puts the LUMO energy at -3.369 eV. As for the orbital gap: 7.8 eV. The value obtained for the relative energy (zero: lowest compared OMol25 entry of this formula, charge and spin) is 32.25 kJ/mol.

```
! RIJCOSX wB97M-V def2-TZVPD def2/J DEFGRID3
* xyz 1 1
Bi -0.34 -0.29 0.01
F 4.37 -1.63 3.40
C 4.19 -0.33 3.08
F 4.93 0.40 3.94
F 4.69 -0.14 1.86
C 2.73 0.04 3.19
C 2.26 0.37 4.45
C 0.92 0.68 4.64
C 0.09 0.64 3.54
N 0.54 0.31 2.33
C 1.83 0.01 2.11
S 2.22 -0.42 0.46
H 2.95 0.40 5.28
H 0.53 0.96 5.61
H -0.97 0.87 3.61
C 1.58 4.92 -1.06
N 1.48 3.99 -2.18
C 0.28 4.30 -2.96
N -0.95 4.30 -2.16
C -0.78 5.22 -1.04
N 0.39 4.93 -0.21
C 0.24 3.68 0.54
P 0.06 2.29 -0.66
C 1.51 2.60 -1.74
C -1.29 2.96 -1.71
H 1.71 5.92 -1.47
H 2.46 4.67 -0.46
H 0.18 3.58 -3.78
H 0.41 5.29 -3.39
H -1.68 5.20 -0.42
H -0.66 6.23 -1.44
H -0.63 3.73 1.19
H 1.13 3.51 1.16
H 1.46 1.91 -2.59
H 2.42 2.39 -1.18
H -2.22 2.99 -1.13
H -1.44 2.28 -2.56
C 0.81 -5.19 -2.21
N 0.48 -4.83 -0.83
C 0.30 -5.78 0.12
C 0.02 -5.45 1.40
C -0.07 -4.06 1.70
N 0.07 -3.13 0.76
C 0.35 -3.50 -0.50
O 0.56 -2.65 -1.40
N -0.32 -3.64 2.95
H 1.20 -6.20 -2.21
H 1.56 -4.49 -2.58
H -0.08 -5.12 -2.84
H 0.40 -6.80 -0.21
H -0.12 -6.21 2.16
H -0.39 -4.29 3.71
H -0.30 -2.66 3.15
F -1.26 -3.22 -3.73
Te -0.68 -1.57 -3.14
F -1.75 -2.03 -1.54
F -2.41 -0.86 -3.45
F -0.53 -0.80 -4.84
F 1.01 -2.15 -3.69
O -0.06 -0.12 -2.20
C -3.71 -1.17 1.27
S -3.44 0.51 0.66
C -4.12 0.31 -1.00
H -3.19 -1.89 0.64
H -4.77 -1.39 1.29
H -3.32 -1.23 2.28
H -5.19 0.12 -0.93
H -3.62 -0.50 -1.53
H -3.97 1.24 -1.55
*
```

Mulliken atomic charge list, values in e, 4 entries:
1 Bi 1.839
2 F -0.245
3 C 0.642
4 F -0.265